No. 1
# C27H18BrN4O3PPd

A molecular structure, C27H18BrN4O3PPd at a distorted geometry (the ωB97M-V functional and the def2-TZVPD basis, the Open Molecules 2025 dataset).

The orbital gap (spin up / spin down) comes out at 6.17 / 6.14 eV. The HOMO energy (spin up / spin down) comes out at -8.5 / -8.5 eV. The LUMO energy (spin up / spin down) is -2.372 / -2.401 eV.

Geometry as XYZ:
```
55
Properties=species:S:1:pos:R:3:forces:R:3
C -3.163 -4.837 0.639 0.34 -1.02 0.45
H -1.244 3.852 3.107 0.02 0.07 0.03
C -2.626 2.797 -2.686 -0.06 0.08 -0.03
C -0.828 2.380 1.617 0.05 -0.11 -0.03
N 1.511 -2.394 0.118 0.71 0.26 -0.07
H 4.383 -2.140 -1.575 0.07 0.04 -0.08
C 3.725 -2.162 -0.723 -0.04 -0.03 -0.08
O -2.165 -2.151 -1.483 -1.48 0.40 -0.32
C 4.189 -1.989 0.578 -0.26 -0.10 -0.06
H -2.219 -0.720 1.498 0.08 0.26 0.21
C 3.294 1.923 -1.483 0.11 -0.01 -0.04
H -0.500 -0.395 -3.043 -0.04 -0.01 0.02
C 1.954 -2.260 1.363 -0.22 -0.05 0.28
C -4.039 -2.628 0.299 -0.73 0.84 -0.20
H 3.767 2.246 -2.399 0.00 0.04 -0.04
H -2.813 2.414 4.352 -0.03 0.04 0.06
H -3.236 3.681 -2.582 -0.05 0.07 0.01
C 2.371 -2.361 -0.884 -0.34 -0.02 -0.05
C -1.760 1.016 -4.045 -0.03 0.02 -0.09
C -1.454 2.852 2.757 0.07 0.14 -0.02
H -1.697 0.505 -4.994 0.00 -0.02 -0.09
C 4.010 1.923 -0.296 -0.04 0.04 0.03
H -3.079 2.540 -4.763 -0.05 0.04 -0.06
P -0.316 0.383 -0.311 -0.56 -0.02 0.00
H -0.128 3.007 1.079 0.05 0.03 0.02
C 0.822 -2.310 2.415 0.05 0.12 -0.22
C -1.099 1.087 1.170 0.07 -0.38 -0.10
N -4.802 -1.789 0.486 0.01 -0.08 0.14
C -2.626 0.768 2.999 -0.05 0.07 0.05
C -3.047 -3.588 0.012 1.12 0.81 -1.96
Br 1.511 -2.595 -2.564 0.61 -0.01 -0.27
C 2.093 1.069 0.868 -0.20 0.00 -0.07
C -1.084 0.513 -2.950 0.06 -0.03 0.09
C -2.341 2.045 3.452 -0.06 -0.09 -0.02
C 3.299 -2.060 1.637 -0.10 -0.09 -0.03
H 3.962 1.495 1.806 0.03 0.01 0.05
H 1.419 1.499 -2.428 0.00 0.00 -0.05
N -2.099 -3.324 -0.896 -1.37 -1.29 1.17
H 5.239 -1.799 0.741 0.11 -0.01 0.07
C 3.406 1.500 0.879 0.10 0.00 0.03
O -0.329 -2.395 1.904 -0.47 0.10 -0.12
C 1.978 1.496 -1.502 -0.21 -0.01 0.04
C -1.949 2.302 -1.585 0.09 -0.04 0.03
H 3.604 -1.950 2.665 0.03 0.01 0.13
C -2.537 2.156 -3.911 0.02 0.01 -0.04
C -1.170 1.158 -1.717 0.10 -0.41 0.07
N -3.339 -5.845 1.163 0.04 0.02 -0.03
O 1.115 -2.249 3.592 0.57 0.04 0.53
Pd -0.612 -1.973 -0.317 1.78 1.04 0.73
H -2.037 2.800 -0.630 -0.04 -0.01 0.02
C -2.008 0.287 1.858 0.02 -0.19 -0.20
H 5.036 2.262 -0.283 0.07 0.01 -0.01
H -3.322 0.144 3.537 -0.05 -0.08 0.03
C 1.363 1.082 -0.322 0.07 -0.48 0.03
H 1.618 0.733 1.781 0.04 -0.01 0.08
```
Positions in Å, forces in eV/Å.


No. 2
# C27H18MnN4O2

A molecular structure, C27H18MnN4O2 at a distorted geometry (the ωB97M-V functional and the def2-TZVPD basis, the Open Molecules 2025 dataset).

The orbital gap (spin up / spin down) comes out at 7.19 / 6.58 eV. The HOMO energy (spin up / spin down) comes out at -7.4 / -6.8 eV. The LUMO energy (spin up / spin down) is -0.229 / -0.225 eV. Its expectation value of S² is 0.76. Its spin multiplicity is 2.

Geometry as XYZ:
```
52
Properties=species:S:1:pos:R:3:forces:R:3
C 1.865 -3.434 -1.150 -0.19 0.18 0.06
H 0.017 -0.860 5.024 -0.01 0.04 -0.01
H 0.909 5.416 1.739 -0.01 -0.01 0.00
C 1.906 -1.138 -0.406 0.26 -0.19 -0.07
C -2.542 -0.017 -3.804 -0.18 -0.13 0.15
C -1.290 2.949 0.981 0.13 0.34 0.11
C -2.163 -1.560 1.995 0.30 0.18 0.45
H -2.001 0.943 -5.649 0.01 -0.04 0.00
C 3.982 0.040 -0.064 -0.07 0.17 0.06
N -1.207 -0.613 1.913 0.16 -0.79 0.30
C -1.629 -2.033 4.270 0.21 0.20 0.05
H 0.188 2.021 -2.122 0.03 -0.05 0.01
N -1.279 0.612 -1.865 0.14 -0.46 -0.71
H 2.501 3.656 1.138 -0.03 0.03 0.01
C -2.248 -0.117 -2.454 0.28 0.41 -0.27
C 3.253 1.131 0.305 0.46 -0.02 -0.02
N 1.203 -0.037 -0.035 -0.73 0.55 0.19
C 3.984 -2.332 -0.833 0.02 -0.22 -0.07
H -1.794 -2.572 5.194 0.01 -0.03 -0.02
O -3.932 -1.710 -1.975 0.05 0.05 -0.09
H 5.067 -2.348 -0.859 0.00 0.03 0.01
C -0.568 1.440 -2.636 0.07 0.14 0.33
C -2.409 -2.274 3.157 -0.18 -0.02 -0.20
C -0.413 1.921 0.631 -0.31 -0.51 -0.16
H 1.309 -4.320 -1.427 0.01 -0.01 0.00
C -0.826 4.199 1.378 -0.13 -0.24 -0.07
Mn -0.962 0.096 0.050 1.68 1.09 0.32
C 3.323 -1.153 -0.438 -0.40 0.06 0.03
H -2.362 2.777 0.946 0.00 0.01 0.00
C -0.627 -1.074 4.183 -0.19 -0.19 0.15
C 3.271 -3.449 -1.182 0.24 0.05 0.01
C -2.946 -1.821 0.740 -0.15 0.01 -0.46
C -0.461 -0.386 2.998 0.06 0.31 -0.18
C 1.196 -2.302 -0.769 -0.07 -0.09 -0.03
H -0.166 2.251 -4.570 -0.01 0.03 0.03
N -2.418 -1.079 -0.303 -1.02 -0.50 -0.15
C -0.783 1.577 -3.992 -0.20 -0.07 -0.23
H 5.064 0.081 -0.071 0.00 -0.02 -0.01
C 0.541 4.445 1.431 0.14 0.16 0.05
H 0.284 0.393 2.897 0.03 -0.03 -0.03
H -1.531 4.978 1.644 0.03 0.02 0.01
C 1.842 1.082 0.316 -0.35 -0.50 -0.16
C 1.437 3.449 1.091 0.15 -0.06 -0.02
C 0.970 2.193 0.693 -0.32 0.27 0.09
H 3.760 2.042 0.590 -0.05 0.01 0.00
H -3.346 -0.623 -4.199 0.01 -0.01 0.02
H 3.790 -4.349 -1.484 0.01 0.01 0.00
O -3.880 -2.587 0.731 0.06 -0.01 0.10
C -2.990 -1.074 -1.565 -0.13 -0.27 0.39
H -3.206 -3.005 3.149 0.00 0.00 -0.02
C -1.798 0.840 -4.592 0.21 0.19 0.07
H 0.113 -2.263 -0.736 -0.01 -0.08 -0.03
```
Positions in Å, forces in eV/Å.


No. 3
# C27H18N5O5STi

A molecular structure, C27H18N5O5STi at a distorted geometry (the ωB97M-V functional and the def2-TZVPD basis, the Open Molecules 2025 dataset).

The orbital gap (spin up / spin down) comes out at 4.98 / 7.70 eV. The HOMO energy (spin up / spin down) comes out at -2.4 / -5.2 eV. The LUMO energy (spin up / spin down) is 2.580 / 2.501 eV. Its expectation value of S² is 2.03. Its spin multiplicity is 3. The total charge is -1.

Geometry as XYZ:
```
57
Properties=species:S:1:pos:R:3:forces:R:3
H -2.237 -1.817 4.096 -0.01 0.00 0.00
H -1.648 3.120 1.276 -0.01 0.01 -0.01
H -4.672 -2.116 3.666 0.01 -0.01 0.01
C 1.095 5.100 1.269 0.05 0.02 0.00
C -1.894 -0.762 2.268 0.02 -0.05 0.04
H -1.128 -2.680 -0.043 -0.01 -0.02 0.01
H 3.126 -3.273 2.310 0.00 0.00 0.00
O -1.717 2.873 -2.360 -0.02 -0.06 -0.11
C -2.432 -0.251 1.078 0.05 0.01 0.09
C -0.207 -2.875 0.489 0.23 -0.11 0.11
H 2.577 -1.332 -6.361 0.01 0.00 0.00
C 0.122 -4.132 0.967 -0.11 0.16 -0.09
C -4.403 0.303 -0.274 0.09 0.01 0.02
N 0.289 2.459 1.371 0.04 -0.17 -0.15
H 1.621 -5.278 1.996 -0.02 0.00 -0.01
C 1.763 -1.989 1.308 0.18 0.28 0.26
H 0.419 -1.674 -5.220 0.01 0.00 0.00
C 3.387 -0.349 -3.256 -0.10 -0.01 0.03
C -1.303 1.985 -1.626 0.09 -0.05 0.19
C 2.478 -1.111 -5.306 0.10 0.02 -0.05
C -2.686 -1.430 3.189 -0.01 -0.01 -0.01
H 4.133 0.039 -2.578 0.04 0.00 -0.05
C 1.335 -4.303 1.619 0.11 -0.01 0.04
H 4.539 -0.447 -5.030 0.00 0.00 -0.01
O 3.752 1.844 1.493 0.00 0.05 0.05
C 2.037 4.087 1.323 -0.09 0.00 0.01
C 3.574 -0.620 -4.579 -0.06 -0.02 0.03
N -1.609 0.356 0.153 0.07 0.05 -0.14
H -0.841 -0.608 2.468 0.00 0.01 -0.04
C 1.088 -1.023 -3.305 0.21 0.03 -0.19
C 2.563 1.628 1.390 -0.04 0.00 0.01
C 2.596 -0.733 1.600 -0.23 -0.27 0.20
H -3.950 1.697 -1.870 -0.03 -0.01 0.01
H 3.101 4.272 1.317 0.00 0.00 0.00
C -0.610 3.432 1.309 0.04 0.01 -0.01
O -0.043 1.712 -1.413 0.06 -0.05 0.28
N 0.606 -1.832 0.663 0.00 -0.02 0.12
C -3.578 1.085 -1.059 -0.06 0.04 0.03
S -0.372 -1.235 -2.488 0.09 0.04 0.34
H -5.470 0.240 -0.450 -0.01 0.00 -0.01
N 1.932 0.407 1.256 0.49 -0.34 -0.11
C 1.280 -1.304 -4.683 -0.14 -0.02 0.09
C 2.177 -3.216 1.798 -0.19 -0.12 -0.12
C -4.048 -1.591 2.953 0.01 0.04 -0.04
O 3.651 -0.875 2.188 0.03 0.02 -0.07
C -2.216 1.120 -0.828 -0.02 -0.01 -0.04
O 2.152 -0.261 -1.357 -0.09 -0.05 0.21
N 2.191 -0.548 -2.657 -0.01 0.11 0.13
C -4.608 -1.041 1.812 -0.01 -0.02 0.03
Ti 0.457 0.148 -0.252 -0.74 0.58 -1.13
C -0.252 4.772 1.260 -0.05 -0.03 0.01
H -1.018 5.533 1.198 0.01 0.01 0.00
H -0.571 -4.949 0.819 0.04 -0.04 0.03
C -3.836 -0.348 0.869 -0.04 -0.02 -0.02
C 1.579 2.778 1.368 0.03 0.01 0.00
H -5.676 -1.126 1.637 0.00 0.00 -0.01
H 1.406 6.137 1.218 0.00 0.00 0.00
```
Positions in Å, forces in eV/Å.


No. 4
# C27H19F3N6O5RuS2

A molecular structure, C27H19F3N6O5RuS2 at a distorted geometry (the ωB97M-V functional and the def2-TZVPD basis, the Open Molecules 2025 dataset).

The orbital gap (spin up / spin down) comes out at 4.06 / 6.23 eV. The HOMO energy (spin up / spin down) comes out at -2.3 / -4.5 eV. The LUMO energy (spin up / spin down) is 1.750 / 1.743 eV. Its expectation value of S² is 0.87. Its spin multiplicity is 2. The total charge is -1.

Geometry as XYZ:
```
63
Properties=species:S:1:pos:R:3:forces:R:3
H -2.571 -4.176 0.184 0.02 -0.13 -0.04
H -1.790 -0.611 -2.522 -0.03 0.09 0.06
H 6.348 -1.119 -3.180 0.06 0.05 -0.02
Ru -0.035 0.565 0.461 -2.98 0.78 -1.03
N 1.141 -1.719 -0.870 3.49 -0.72 -1.63
C 3.341 -1.665 -1.711 1.65 -0.78 -0.78
C 5.515 -1.672 -2.770 0.29 -0.29 -0.16
C 2.201 -1.031 -1.136 -3.33 -0.14 0.99
C -2.775 -0.806 0.711 1.01 0.27 -0.49
C -0.537 2.142 2.819 -0.21 0.30 1.10
C 0.810 -1.498 -4.533 0.51 0.40 -0.11
C -4.901 -1.922 1.133 0.49 0.80 -0.02
H 1.185 -2.313 -5.132 0.09 -0.03 -0.10
H -5.942 -1.858 1.413 -0.10 0.00 0.06
H 1.664 1.493 -3.463 -0.10 -0.16 0.01
H 2.530 -3.608 -1.318 -0.06 -0.04 0.03
C -0.784 3.204 3.699 0.14 0.89 -2.06
O 2.147 0.381 -0.875 -0.70 -1.34 -0.14
F 3.250 -1.520 4.157 -0.02 -0.12 -0.08
F 1.955 0.106 4.720 -0.18 0.17 -0.02
H -4.555 0.188 1.325 -0.02 0.10 0.01
H 4.452 0.098 -2.278 0.05 0.04 -0.03
C -0.058 0.554 -2.879 -1.26 -0.28 0.06
N 3.939 1.989 -0.801 0.40 0.34 0.10
O 0.826 -0.883 2.326 -0.95 0.12 -0.16
C 5.540 -3.058 -2.762 -0.18 0.16 0.06
C -4.332 -3.155 0.821 0.25 -0.68 -0.16
C -0.858 -0.550 -3.065 0.44 0.54 -0.05
O 2.054 1.112 1.725 0.43 0.04 0.14
H -0.744 5.649 1.353 0.04 0.05 -0.05
H -4.930 -4.055 0.870 0.02 -0.06 -0.01
H -0.479 1.124 3.195 0.03 0.08 -0.10
C -0.957 3.016 5.074 -0.25 -0.17 1.72
F 3.923 0.516 3.939 -0.05 0.05 -0.26
C 4.450 -3.750 -2.244 0.28 -0.11 -0.17
N 0.046 -1.271 -0.308 -2.22 -0.28 0.78
O 3.073 -1.077 1.344 0.22 -0.29 -0.14
C -0.418 3.564 1.017 -0.13 -0.21 0.45
H -1.072 5.351 3.816 0.01 0.02 0.01
C -2.198 -2.074 0.343 -0.76 0.61 0.58
H -1.053 -2.471 -4.017 -0.06 -0.15 -0.04
C -3.013 -3.223 0.438 -0.13 0.12 -0.02
H -0.261 3.670 -0.046 0.06 -0.14 -0.06
C 4.438 -0.979 -2.257 -0.70 -0.01 0.30
C 1.566 -0.375 -4.385 0.05 -0.72 -0.42
H -0.572 -3.217 -0.424 0.07 0.02 -0.11
H 2.533 -0.240 -4.840 0.11 -0.02 -0.06
S 2.128 -0.295 2.082 1.40 0.32 1.70
C 3.128 1.176 -0.792 0.58 0.41 -0.20
N 1.112 0.659 -3.599 0.60 0.50 -0.15
N -0.358 2.319 1.523 0.23 0.81 -0.64
S -0.444 1.861 -1.824 0.03 -0.41 1.69
O -2.127 0.306 0.684 0.77 -0.09 0.29
C -0.682 4.673 1.809 0.02 -0.07 -0.18
C -0.882 -2.218 -0.128 1.80 0.89 -0.67
C -0.867 4.516 3.162 0.06 -1.06 0.49
N -1.117 2.951 6.215 0.07 -0.06 -0.42
C 3.369 -3.076 -1.733 -0.15 0.60 0.22
C -4.136 -0.777 1.081 -0.75 -0.37 0.13
C -0.438 -1.595 -3.897 -0.42 -0.46 0.03
H 6.393 -3.595 -3.150 0.07 -0.02 -0.05
H 4.456 -4.831 -2.236 -0.02 -0.07 0.01
C 2.860 -0.286 3.816 -0.11 -0.07 -0.22
```
Positions in Å, forces in eV/Å.